1.
C29H23GeN3O2W as an isolated structure, computed with ωB97M-V with the def2-TZVPD basis set.

Positions of all 59 atoms, in Å:
W: -0.12510 -0.78711 -1.09513
O: -1.91705 2.37312 -2.73414
C: -1.11386 1.51582 -2.58623
N: -1.39675 0.13847 -2.27024
C: -2.66947 -0.42671 -2.59818
O: -3.59958 0.15049 -3.05222
C: -2.61704 -1.89826 -2.33961
C: -3.60525 -2.75584 -2.75310
C: -3.41992 -4.12109 -2.54773
C: -2.25389 -4.55892 -1.93511
C: -1.31191 -3.63606 -1.52465
N: -1.48940 -2.31394 -1.72147
C: 0.37074 1.70791 -2.62568
C: 0.97190 2.81360 -3.16531
C: 2.36615 2.84082 -3.22219
C: 3.09292 1.76821 -2.72233
C: 2.42133 0.70249 -2.15874
N: 1.07300 0.66662 -2.10457
H: -4.48189 -2.35194 -3.24302
H: -4.16946 -4.83089 -2.87335
H: -2.06656 -5.61123 -1.77230
H: -0.40164 -3.94756 -1.03208
H: 0.35823 3.61691 -3.55220
H: 2.87603 3.68668 -3.66558
H: 4.17280 1.75152 -2.76939
H: 2.95814 -0.14335 -1.74887
C: -3.02232 0.19661 0.97958
Ge: -1.11102 0.43620 0.85008
C: -0.21005 -1.71271 0.83056
C: -0.88429 -2.27449 1.92582
C: -0.28544 -3.31524 2.61528
C: 0.95300 -3.83380 2.21783
C: 1.61527 -3.32553 1.11163
C: 1.01834 -2.25824 0.45123
C: -0.26872 1.73069 1.91801
C: -1.15797 2.53706 2.61479
C: -0.69646 3.62096 3.37011
C: 0.64564 3.88821 3.41351
C: 1.58824 3.09319 2.71218
C: 2.97184 3.38013 2.77247
C: 3.87737 2.60972 2.10130
C: 3.43286 1.51297 1.33949
C: 2.09881 1.21686 1.26560
C: 1.13683 1.99114 1.94292
H: -3.34953 0.27217 2.01596
H: -3.32820 -0.76318 0.56494
H: -3.49459 0.99531 0.40132
H: -1.86764 -1.93870 2.22951
H: -0.79911 -3.75497 3.46064
H: 1.38891 -4.65714 2.76914
H: 2.55798 -3.74068 0.78196
H: 1.60227 -1.84519 -0.41027
H: -2.22424 2.34117 2.59287
H: -1.39894 4.23589 3.91463
H: 1.00798 4.72621 3.99645
H: 3.30505 4.22135 3.36691
H: 4.93328 2.83324 2.16307
H: 4.15804 0.89167 0.82826
H: 1.78434 0.33934 0.70566

Cartesian forces, eV/Å:
-0.4914 -0.3548 0.4167
-0.0438 -0.0658 -0.0917
0.1244 0.0945 0.0337
-0.0119 -0.0133 -0.0521
-0.0292 -0.0039 -0.0289
0.0319 0.0147 0.0137
0.0325 -0.0179 0.0019
-0.0021 -0.0128 -0.0041
0.0045 0.0004 -0.0002
-0.0103 0.0001 -0.0117
-0.0038 0.0232 0.0276
-0.0890 0.0241 0.0143
0.0378 -0.1046 0.0445
0.0309 0.0035 -0.0303
-0.0012 -0.0058 0.0141
-0.0140 0.0060 -0.0289
-0.0616 0.0374 0.0123
0.1194 0.0578 0.2031
-0.0006 -0.0012 -0.0002
-0.0005 0.0005 0.0019
-0.0007 -0.0001 -0.0006
0.0025 0.0000 0.0024
0.0011 -0.0050 -0.0110
0.0005 0.0018 0.0053
0.0018 0.0035 0.0018
0.0050 0.0036 0.0165
0.0098 -0.0726 -0.1018
-0.0969 0.4570 0.2853
0.2198 -0.1698 -0.5623
-0.0295 0.0698 0.0467
0.0028 0.0212 0.0018
-0.0029 -0.0074 -0.0101
0.0141 -0.0122 0.0164
0.1069 0.0855 -0.0630
0.0101 -0.0849 -0.1675
-0.0564 -0.0304 0.0629
-0.0300 0.0302 0.0296
0.0282 -0.0251 -0.0253
-0.0396 -0.0420 -0.0124
-0.0081 0.0464 0.0300
0.0574 -0.0058 -0.0146
0.0305 -0.0380 -0.0362
0.0144 0.0791 0.0394
-0.0042 0.0593 0.0338
0.0119 0.0019 0.0080
-0.0151 0.0069 0.0106
0.0012 0.0044 0.0056
-0.0120 0.0051 -0.0064
0.0030 -0.0043 -0.0001
-0.0038 0.0019 0.0053
0.0116 0.0175 0.0103
0.1513 -0.0199 -0.1148
0.0128 0.0122 -0.0007
-0.0086 0.0001 -0.0079
0.0169 -0.0010 -0.0002
-0.0087 0.0033 0.0037
0.0073 -0.0195 -0.0132
0.0235 0.0112 0.0120
-0.0498 -0.0659 -0.0150

Its total charge is +3. The calculation puts the total energy at -97325.290 eV. The HOMO-LUMO gap (spin up / spin down) comes out at 0.1825 / 0.1952 hartree. Its expectation value of S² is 0.76. The LUMO energy (spin up / spin down) comes out at -0.423 / -0.411 Ha. The energy above the lowest of the compared OMol25 structures with the same formula, charge and spin is 0.0 kcal/mol. The multiplicity is 2. For the largest force on an atom, the calculation gives 0.7 eV/A.

=====

2.
C29H23LiO4S2 as an isolated structure at a distorted geometry, computed with ωB97M-V with the def2-TZVPD basis set.

Positions of all 59 atoms, in Å:
C: -0.97434 -3.10189 4.06084
C: -0.44111 -3.91643 3.05657
C: -0.51008 -3.51469 1.71929
C: -1.13088 -2.30102 1.39420
S: -1.31005 -1.79631 -0.30296
C: 0.09694 -0.80247 -0.65255
C: 0.62515 0.15472 0.18178
C: 2.09476 0.31136 0.17675
C: 2.89182 -0.83694 -0.02749
C: 4.26075 -0.73030 -0.25300
C: 4.87541 0.52776 -0.25394
C: 4.12296 1.65630 0.08274
C: 2.76127 1.52458 0.35401
S: 0.80916 -0.91706 -2.31535
C: -0.44909 -1.54449 -3.43523
C: -0.29202 -2.81354 -3.99501
C: -1.27075 -3.31090 -4.85641
C: -2.39074 -2.53289 -5.16605
C: -2.52262 -1.25021 -4.62468
C: -1.52964 -0.73632 -3.78747
O: 1.12093 0.43777 -2.72261
O: 1.81891 -1.95467 -2.30756
O: -1.19624 -3.01496 -1.07725
O: -2.49986 -0.97960 -0.39172
C: -1.66108 -1.48414 2.39696
C: -1.58469 -1.88809 3.73063
H: -0.91933 -3.41350 5.10305
H: 0.02351 -4.87312 3.30373
H: -0.09715 -4.13660 0.92505
H: 0.05468 0.44722 1.06566
H: 2.41693 -1.81597 0.00236
H: 4.82804 -1.64051 -0.43782
H: 5.93310 0.61631 -0.50338
H: 4.58732 2.64426 0.12720
H: 2.17596 2.41226 0.58126
H: 0.58371 -3.40459 -3.73791
H: -1.14602 -4.31149 -5.27253
H: -3.15979 -2.92545 -5.83103
H: -3.39484 -0.63427 -4.85190
H: -1.58481 0.27876 -3.39575
H: -2.14081 -0.54394 2.12150
H: -2.01842 -1.24690 4.49937
C: -2.49950 2.43824 0.64383
Li: 1.84418 2.91471 3.08476
C: -1.74029 1.93537 -0.43806
C: -0.38423 2.34260 -0.27869
C: -0.30062 3.15248 0.90539
C: -1.60759 3.15424 1.52320
C: -1.77995 3.86018 2.72342
C: -0.70850 4.52819 3.29980
C: 0.53259 4.64940 2.64021
C: 0.72803 3.98621 1.41372
H: -3.57476 2.35557 0.78729
H: -2.11530 1.35255 -1.27217
H: 0.40659 2.30595 -1.02981
H: -2.76575 3.85436 3.19214
H: -0.83530 5.04012 4.25766
H: 1.33487 5.27345 3.06888
H: 1.60858 4.21835 0.79506

Cartesian forces, eV/Å:
-0.0372 0.0850 -0.2131
-0.0696 0.2159 -0.1517
-0.0764 0.1955 -0.0375
0.1662 0.0575 0.6923
-0.5180 -0.0573 -0.1180
0.2888 0.5367 -0.4587
-0.6122 -1.6302 0.4892
0.7855 0.1144 -0.0558
-0.2137 0.1869 0.2273
-0.0532 0.3997 0.1798
-0.1500 -0.2411 0.0316
0.0400 -0.2471 0.2661
-0.0456 0.4253 -0.3576
-0.0970 -0.8641 -0.3451
-0.2308 0.2277 -0.2045
-0.1338 0.0039 0.1568
0.1344 0.2850 0.0819
0.1427 0.0995 0.2412
0.1738 0.0433 -0.0347
0.0059 -0.2016 0.1671
0.0185 -0.5108 0.3391
0.0564 0.4155 -0.2481
0.0566 0.5741 0.1941
0.2995 -0.4772 0.0905
0.0227 -0.0697 -0.0566
0.0949 -0.0529 -0.1715
-0.0233 0.0397 -0.2382
-0.1365 0.3291 -0.0398
-0.1677 0.1571 0.1823
0.2229 -0.3705 -0.0812
0.1610 0.3084 -0.1734
-0.0383 0.2676 -0.0141
-0.2738 0.0141 0.1106
-0.1007 -0.3204 -0.0221
0.1638 -0.3101 -0.2930
-0.2375 0.1214 0.0133
-0.0981 0.3128 0.0598
0.1703 0.0971 0.1877
0.2840 -0.2186 -0.0148
-0.1043 -0.2393 -0.0557
0.0436 -0.2324 0.0497
0.1588 -0.2400 -0.1496
0.6596 -0.1123 -0.0044
-0.4530 -0.0775 -0.3476
0.1647 1.1133 1.0576
0.1964 0.8062 -0.1295
0.4005 -0.2713 -0.8063
-0.4185 -0.1064 -0.4838
-0.0930 -0.4022 -0.0983
-0.0913 0.3010 0.6340
0.3683 -0.2755 -0.2042
-0.1280 0.1030 0.0641
0.3097 -0.1815 -0.0067
-0.0026 0.0759 0.2673
-0.4177 -0.0770 0.0576
0.3054 0.1222 0.0406
-0.0447 -0.1416 -0.3233
-0.4982 0.0011 -0.3003
-0.3302 -0.1075 0.3578

The calculation puts the total energy at -60507.661 eV. The HOMO-LUMO gap comes out at 0.1849 hartree. The LUMO energy comes out at -0.053 Ha. The multiplicity is 1. For the largest force on an atom, the calculation gives 1.8 eV/A.

=====

3.
C29H23MoN4OS as an isolated structure, computed with ωB97M-V with the def2-TZVPD basis set.

Positions of all 59 atoms, in Å:
Mo: -1.06080 0.86560 0.26152
C: -1.49715 -2.72728 4.34077
C: -1.17110 -1.54809 5.02610
C: -1.17651 -0.34222 4.37708
C: -1.52539 -0.28318 2.99561
C: -1.86950 -1.49508 2.31657
C: -1.83990 -2.69087 2.97726
N: -1.49129 0.86896 2.27868
C: -1.27631 2.14197 2.87553
C: -1.96829 2.65791 3.96090
C: -1.61296 3.91874 4.42797
C: -0.58713 4.65032 3.83222
C: 0.09342 4.15047 2.72963
C: -0.28254 2.90526 2.25745
N: 0.24751 2.25089 1.11652
N: 1.36212 2.58004 0.65580
C: 1.69863 1.76762 -0.42414
C: 2.93570 1.88276 -1.02689
C: 3.24820 1.00154 -2.05111
C: 2.31327 0.04542 -2.42841
C: 1.08714 -0.00413 -1.79455
N: 0.76865 0.84900 -0.79952
H: -1.48420 -3.67316 4.86634
H: -0.89133 -1.59822 6.06971
H: -0.86452 0.55352 4.89435
H: -2.21360 -1.45656 1.28626
H: -2.10286 -3.60642 2.46545
H: -2.76769 2.09845 4.42925
H: -2.14097 4.33632 5.27484
H: -0.32458 5.62196 4.22779
H: 0.88412 4.70986 2.24789
H: 3.62481 2.63821 -0.67621
H: 4.20979 1.05660 -2.54366
H: 2.52180 -0.66006 -3.22047
H: 0.32900 -0.71768 -2.08404
O: -1.85709 -0.12527 -1.30328
S: -3.20877 0.26535 -2.04183
C: -3.50105 1.84292 -1.25465
C: -4.77334 2.35039 -1.12534
C: -4.94160 3.59426 -0.50797
C: -3.85861 4.30320 -0.00863
C: -2.57629 3.79177 -0.14529
C: -2.38539 2.55125 -0.76227
C: -4.47611 -0.73657 -1.39433
C: -5.10720 -1.54295 -2.34012
C: -6.12740 -2.38557 -1.91863
C: -6.48389 -2.41862 -0.58046
C: -5.83693 -1.60957 0.35936
C: -4.83051 -0.75817 -0.04239
H: -5.63420 1.80432 -1.48930
H: -5.93881 4.00683 -0.42330
H: -4.01088 5.26662 0.45838
H: -1.72186 4.36241 0.19459
H: -1.36000 2.38181 -1.16563
H: -4.81413 -1.51115 -3.38237
H: -6.63741 -3.01169 -2.63750
H: -7.28046 -3.07585 -0.25750
H: -6.14111 -1.64114 1.39670
H: -4.34860 -0.09724 0.67098

Cartesian forces, eV/Å:
0.2055 0.2220 -0.0464
-0.0026 0.0165 -0.0242
-0.0018 -0.0189 0.0192
0.0441 0.0039 -0.0041
-0.1067 -0.0812 0.0825
-0.0104 0.0991 -0.0105
-0.0027 -0.0177 0.0230
0.0572 0.0624 -0.1827
-0.0517 -0.0394 0.0887
0.0281 0.0133 0.0169
-0.0063 -0.0103 0.0029
0.0080 0.0033 -0.0028
-0.0323 0.0022 0.0429
0.0559 0.0228 -0.0433
-0.0740 -0.0481 0.0838
0.0146 -0.0274 -0.0405
-0.0116 0.0768 0.0888
-0.0060 -0.0391 -0.0326
0.0030 0.0198 0.0184
0.0076 -0.0104 -0.0122
-0.0141 0.0111 0.0205
0.0405 -0.0452 -0.0828
0.0027 -0.0051 -0.0093
0.0047 0.0115 -0.0013
-0.0029 0.0036 -0.0132
0.0117 -0.0173 -0.0186
-0.0093 0.0027 -0.0025
0.0047 -0.0031 0.0000
-0.0009 0.0000 -0.0003
0.0027 0.0019 -0.0063
0.0029 -0.0069 -0.0090
-0.0019 0.0041 0.0032
-0.0021 -0.0064 -0.0063
0.0105 0.0041 -0.0006
-0.0060 0.0026 0.0052
-0.2392 -0.2483 0.1785
0.2092 0.1831 -0.1225
-0.1051 0.0022 0.0587
0.0230 0.0111 0.0361
-0.0163 -0.0073 -0.0043
0.0257 0.0085 0.0109
-0.0408 0.0035 0.0173
0.0694 -0.0740 0.0266
-0.0154 -0.1119 -0.0892
0.0057 -0.0093 0.0371
-0.0036 -0.0069 -0.0105
0.0062 0.0040 0.0006
-0.0133 -0.0129 -0.0105
0.0312 0.0664 -0.0160
0.0012 -0.0001 -0.0037
-0.0001 -0.0008 0.0010
-0.0031 -0.0004 -0.0006
0.0070 -0.0016 -0.0072
-0.0966 -0.0155 -0.0868
0.0056 0.0068 0.0023
-0.0029 -0.0029 0.0065
0.0007 0.0035 0.0093
-0.0014 0.0017 0.0022
-0.0081 -0.0061 0.0180

Its total charge is +3. The calculation puts the total energy at -51116.792 eV. The HOMO-LUMO gap (spin up / spin down) comes out at 0.2474 / 0.2062 hartree. Its expectation value of S² is 2.06. The LUMO energy (spin up / spin down) comes out at -0.383 / -0.426 Ha. The energy above the lowest of the compared OMol25 structures with the same formula, charge and spin is 1.7 kcal/mol. The multiplicity is 3. For the largest force on an atom, the calculation gives 0.4 eV/A.